# 1
DFT (the ωB97M-V functional and the def2-TZVPD basis) results for a molecular structure, C31H23BeCl2N3O4P2.

XYZ file:
```
66
Properties=species:S:1:pos:R:3
Be -0.11125 0.02623 0.13409
O -0.82688 -1.17594 -0.79264
P -0.05651 -2.40564 -1.20696
C 1.41200 -2.65159 -0.16583
P 2.40000 -1.12186 -0.19159
O 1.49110 0.06755 -0.41182
C 3.54172 -1.25851 -1.56900
C 3.49293 -0.28242 -2.55860
C 4.35335 -0.36191 -3.64507
C 5.25688 -1.40840 -3.74254
C 5.30680 -2.38478 -2.75422
C 4.45159 -2.31043 -1.66876
C 3.28802 -1.02090 1.35125
C 3.23598 0.18277 2.04487
C 3.88188 0.29262 3.26898
C 4.58135 -0.78584 3.78450
C 4.63559 -1.98894 3.08812
C 3.98339 -2.11116 1.87542
C 0.53484 -2.20339 -2.88860
C 1.36546 -3.14238 -3.50003
C 1.83054 -2.91871 -4.78330
C 1.46057 -1.76216 -5.46115
C 0.63028 -0.83016 -4.85814
C 0.16749 -1.04535 -3.56690
C -1.06787 -3.86948 -1.06213
C -2.43770 -3.68730 -0.88781
C -3.27003 -4.79303 -0.80544
C -2.73877 -6.07132 -0.89564
C -1.37206 -6.25344 -1.06290
C -0.53451 -5.15380 -1.14488
H 1.99957 -3.50462 -0.50819
H 1.06265 -2.81733 0.85863
H 2.78011 0.52750 -2.47465
H 4.31444 0.39727 -4.41482
H 5.92869 -1.46466 -4.58895
H 6.01470 -3.19944 -2.82887
H 4.50235 -3.07504 -0.90254
H 2.66819 1.01507 1.65140
H 3.82149 1.22134 3.81936
H 5.07815 -0.69765 4.74162
H 5.17267 -2.83244 3.50061
H 4.00478 -3.06079 1.35403
H 1.65467 -4.04832 -2.97965
H 2.48296 -3.64080 -5.25565
H 1.82529 -1.58939 -6.46528
H 0.34365 0.06828 -5.38785
H -0.46622 -0.31846 -3.07690
H -2.83969 -2.68633 -0.80257
H -4.33324 -4.65458 -0.66467
H -3.39142 -6.93145 -0.82870
H -0.95938 -7.25130 -1.12376
H 0.53140 -5.30630 -1.26749
Cl -1.83882 -1.60755 3.90828
C -0.16614 -1.03258 3.92087
Cl 0.97545 -2.40366 3.84900
C 0.10343 -0.08203 2.74524
O 0.51572 1.02944 2.98654
O -0.11132 -0.61853 1.59565
H 0.01091 -0.51740 4.85695
N -0.80255 1.48687 -0.19876
C -1.29071 2.51171 -0.43650
C -1.87956 3.71764 -0.74292
C -3.28801 3.84309 -0.65060
N -4.43376 3.94114 -0.56996
C -1.05670 4.77981 -1.19496
N -0.37799 5.63944 -1.55529
```

DFT total energy (Ha): -3278.459832
Energy relative to the best compared isomer or geometry (same formula, charge and spin) (eV): 0.000
E_HOMO (Ha): -0.2793

***

# 2
DFT (the ωB97M-V functional and the def2-TZVPD basis) results for a molecular structure, C31H23BrF4N4O5PZn in a non-equilibrium geometry.

XYZ file:
```
70
Properties=species:S:1:pos:R:3
Zn 0.98433 -0.52727 0.48080
C 0.85113 2.71043 3.36693
C 1.61553 1.55875 2.73626
O 1.44356 1.24262 1.49380
N 2.55334 0.88437 3.43060
C 3.10882 -0.37338 2.94527
C 2.00532 -1.40846 3.04411
C 2.11424 -2.27715 4.14519
C 1.10658 -3.22524 4.36032
C -0.05533 -3.11999 3.65357
C -0.04690 -2.26135 2.59106
N 0.94332 -1.45714 2.21865
H 1.36582 3.20182 4.20421
H -0.07407 2.28271 3.79045
H 0.66787 3.47463 2.61614
H 2.68997 1.06207 4.40783
H 4.00555 -0.62991 3.50530
H 3.44242 -0.21012 1.90582
H 3.01024 -2.21623 4.75056
H 1.19008 -3.94419 5.16290
H -0.93027 -3.73113 3.94169
H -1.00922 -2.19110 2.07663
F -2.97558 1.02816 -6.91726
C -2.48678 1.00376 -5.65836
C -3.14583 1.73591 -4.62987
F -4.24534 2.47711 -4.86940
C -2.64395 1.64227 -3.32628
F -3.24345 2.29275 -2.28175
C -1.43166 1.00806 -3.03315
P -0.70661 0.74537 -1.31114
C -0.15288 2.43632 -1.02073
C 1.20547 2.69847 -1.21752
C 1.77614 3.93788 -0.88747
C 0.90389 4.96304 -0.55542
C -0.48450 4.75593 -0.45150
C -1.04034 3.47838 -0.63030
C -2.19519 0.61772 -0.24818
C -3.42572 0.02377 -0.59559
C -4.48076 -0.03523 0.32420
C -4.26763 0.38993 1.65008
C -2.99812 0.84169 2.03167
C -2.00158 1.02515 1.08600
C -0.68213 0.52348 -4.10740
Br 1.17957 0.21274 -3.91819
C -1.27731 0.41434 -5.38733
F -0.51138 -0.13563 -6.34785
H 1.87039 1.87906 -1.54144
H 2.83131 4.14590 -0.87136
H 1.28695 5.94834 -0.44099
H -1.17136 5.54848 -0.24687
H -2.10796 3.32984 -0.56854
H -3.60713 -0.34940 -1.59251
H -5.51882 -0.20442 -0.02780
H -5.09143 0.50059 2.34940
H -2.82479 1.15103 3.05715
H -1.10288 1.59097 1.41165
O 3.74584 -4.47082 -2.57576
C 2.69695 -5.09449 -2.02693
O 2.62649 -6.33619 -1.94471
C 1.58599 -4.22363 -1.51146
C 0.31599 -4.63053 -1.13017
N -0.30108 -3.57457 -0.52840
N 0.47477 -2.41929 -0.61529
C 1.61258 -2.79583 -1.24457
C 2.67311 -1.74579 -1.42681
O 3.58122 -2.00955 -2.26372
O 2.52598 -0.62768 -0.79220
H 3.63371 -3.43584 -2.56269
H -0.15065 -5.57717 -1.26387
H -1.23583 -3.52504 -0.16748
```

Total charge: +1
DFT total energy (Ha): -6884.343114
Energy relative to the best compared isomer or geometry (same formula, charge and spin) (eV): 1.770
E_HOMO (Ha): -0.4204

***

Asked for frontier orbital gap across the records above, the calculation gives 7.138; 7.916 eV in order.